Density functional theory data (ωB97M-V/def2-TZVPD) for the molecule C17H26N2O2.

Last columns: bonded neighbours and bond lengths (Å).
Positions of all 47 atoms, in Å:
1 C -4.701 -3.150 -0.054  O2 1.407, H22 1.089, H23 1.095, H24 1.095
2 O -4.045 -2.127 0.654  C1 1.407, C3 1.363
3 C -3.791 -0.951 0.013  O2 1.363, C4 1.390, C21 1.395
4 C -4.106 -0.679 -1.313  C3 1.390, C5 1.386, H25 1.078
5 C -3.800 0.563 -1.845  C4 1.386, C6 1.381, H26 1.080
6 C -3.177 1.530 -1.080  C5 1.381, C7 1.392, H27 1.080
7 C -2.844 1.265 0.245  C6 1.392, C8 1.513, C21 1.384
8 C -2.127 2.301 1.084  C7 1.513, N9 1.451, H28 1.094, H29 1.094
9 N -0.676 2.278 1.070  C8 1.451, C10 1.445, C20 1.448
10 C -0.021 1.162 1.711  N9 1.445, C11 1.542, H30 1.091, H31 1.098
11 C 0.232 -0.037 0.775  C10 1.542, N12 1.444, H32 1.088, H33 1.096
12 N 0.959 0.416 -0.387  C11 1.444, C13 1.355, C19 1.450
13 C 2.237 0.127 -0.733  N12 1.355, O14 1.218, C15 1.522
14 O 2.754 0.636 -1.711  C13 1.218
15 C 2.958 -0.892 0.138  C13 1.522, C16 1.532, H34 1.092, H35 1.094
16 C 4.409 -1.103 -0.308  C15 1.532, C17 1.526, C18 1.526, H36 1.094
17 C 5.260 0.113 0.048  C16 1.526, H37 1.087, H38 1.089, H39 1.086
18 C 4.980 -2.364 0.334  C16 1.526, H40 1.089, H41 1.087, H42 1.088
19 C 0.237 1.447 -1.106  N12 1.450, C20 1.536, H43 1.091, H44 1.095
20 C -0.016 2.637 -0.167  N9 1.448, C19 1.536, H45 1.090, H46 1.097
21 C -3.165 0.030 0.782  C3 1.395, C7 1.384, H47 1.080
22 H -4.808 -3.973 0.651  C1 1.089
23 H -5.692 -2.833 -0.393  C1 1.095
24 H -4.112 -3.486 -0.914  C1 1.095
25 H -4.591 -1.415 -1.935  C4 1.078
26 H -4.056 0.773 -2.873  C5 1.080
27 H -2.952 2.495 -1.509  C6 1.080
28 H -2.426 3.299 0.749  C8 1.094
29 H -2.433 2.190 2.128  C8 1.094
30 H -0.612 0.844 2.571  C10 1.091
31 H 0.951 1.522 2.073  C10 1.098
32 H 0.779 -0.811 1.307  C11 1.088
33 H -0.725 -0.453 0.440  C11 1.096
34 H 2.947 -0.557 1.177  C15 1.092
35 H 2.415 -1.839 0.074  C15 1.094
36 H 4.414 -1.219 -1.396  C16 1.094
37 H 6.285 -0.031 -0.287  C17 1.087
38 H 5.269 0.273 1.125  C17 1.089
39 H 4.862 0.999 -0.439  C17 1.086
40 H 4.964 -2.279 1.420  C18 1.089
41 H 6.009 -2.516 0.020  C18 1.087
42 H 4.403 -3.242 0.049  C18 1.088
43 H 0.849 1.755 -1.955  C19 1.091
44 H -0.710 1.032 -1.467  C19 1.095
45 H -0.603 3.400 -0.679  C20 1.090
46 H 0.956 3.071 0.099  C20 1.097
47 H -2.942 -0.202 1.813  C21 1.080

As for the SMILES: COc1cccc(CN2CCN(C(=O)CC(C)C)CC2)c1. As for the energy above the lowest of the compared OMol25 structures with the same formula, charge and spin: 15.5 kcal per mole.

Results of the natural (NBO) charge analysis, in e, for atoms 1 through 2:
1 C -0.252
2 O -0.494